#A
{"formula": "C6H10N2", "method": "ωB97M-V/def2-TZVPD", "orbital_gap_ha": 0.3604, "smiles": "N=C=CC1CC1.C=N", "species": ["N", "C", "C", "C", "C", "C", "H", "H", "H", "H", "H", "H", "H", "C", "N", "H", "H", "H"], "positions_angstrom": [[-1.04, -0.31, 2.60], [-0.97, 0.49, 1.65], [-0.99, 1.39, 0.66], [-0.32, 1.12, -0.69], [-0.48, -0.20, -1.30], [-1.17, 1.02, -1.94], [-0.38, -0.29, 3.33], [-1.88, 2.15, 0.79], [0.67, 1.68, -0.93], [-0.94, -0.98, -0.74], [0.40, -0.55, -1.82], [-0.63, 1.32, -2.74], [-2.20, 1.11, -1.86], [1.84, -1.92, 1.54], [1.73, -1.28, 0.45], [2.91, -1.97, 1.90], [1.05, -2.47, 2.07], [0.78, -1.29, 0.19]]}

---

#B
{"formula": "C6H10N2", "method": "ωB97M-V/def2-TZVPD", "orbital_gap_ha": 0.1368, "species": ["C", "C", "C", "N", "H", "H", "H", "H", "H", "C", "C", "C", "N", "H", "H", "H", "H", "H"], "positions_angstrom": [[-1.17, -0.05, 1.57], [-0.05, 0.11, 0.63], [-1.66, 2.21, 1.81], [-1.98, 0.96, 1.87], [-1.34, -1.04, 1.98], [0.07, 1.17, 0.40], [0.85, -0.24, 1.15], [-2.49, 2.89, 1.91], [-0.61, 2.51, 1.77], [0.53, -0.13, -1.87], [-0.25, -0.66, -0.74], [2.38, -1.53, -1.57], [1.77, -0.51, -2.10], [-0.01, 0.50, -2.57], [-0.02, -1.70, -0.53], [-1.32, -0.65, -0.96], [3.43, -1.59, -1.83], [1.89, -2.26, -0.93]]}

---

Relative energy of each structure, in kJ/mol: #A 0.0; #B 192.8.

---

#A
{"formula": "C6H10N2", "method": "ωB97M-V/def2-TZVPD", "orbital_gap_ha": 0.3330, "species": ["C", "C", "C", "C", "C", "C", "H", "H", "H", "H", "H", "H", "H", "H", "H", "H", "N", "N"], "positions_angstrom": [[1.45, 1.50, -0.03], [-0.37, 0.08, 1.08], [-2.03, 0.13, 0.66], [-2.00, -0.16, -0.71], [-0.47, 0.01, -0.94], [0.08, -0.92, 0.18], [1.73, 1.15, -1.10], [2.11, 0.84, 0.72], [1.46, 2.56, -0.11], [-0.14, 0.14, 2.18], [-2.96, 0.23, 1.27], [-2.81, 0.11, -1.53], [-0.15, 0.14, -2.10], [-0.61, -1.92, 0.31], [1.89, -1.43, 0.98], [1.43, -2.29, -0.67], [-0.12, 1.12, -0.04], [1.52, -1.29, -0.13]]}

---

#B
{"formula": "C6H10N2", "method": "ωB97M-V/def2-TZVPD", "orbital_gap_ha": 0.3199, "species": ["C", "C", "C", "C", "C", "C", "H", "H", "H", "H", "H", "H", "H", "H", "H", "H", "N", "N"], "positions_angstrom": [[1.37, -1.59, 0.45], [-0.99, 0.04, -0.06], [-2.59, -0.25, 0.14], [-0.37, 1.16, 0.49], [0.89, 1.86, -0.36], [1.10, 0.59, 0.35], [0.04, -1.88, 1.23], [2.49, -1.24, 1.54], [1.69, -2.38, -0.49], [-2.43, -1.04, -0.86], [-3.25, 0.96, 0.13], [-2.88, -1.19, 1.28], [-0.92, 1.70, 1.19], [1.05, 1.73, -1.57], [1.46, 2.61, 0.13], [1.82, 0.12, 1.29], [0.95, -0.56, -0.58], [-0.32, -0.91, -0.84]]}

---

Relative energy of each structure, in kJ/mol: #A 0.0; #B 665.3.